C15H23BF6O8S | the ωB97M-V functional and the def2-TZVPD basis

Structure (SMILES): CCB(O)[C@@]1(C)COC(=O)[C@@]1(C[C@@H](C)O)S(=O)(=O)C(F)(F)F.CCOC(=O)C(F)(F)F
Kohn-Sham gap (eV): 10.482
Highest occupied orbital energy (eV): -10.19
Largest force on an atom (hartree/bohr): 0.02240
E_LUMO (eV): 0.3

Element x y z (Å)
C (2.958, 0.390, 2.774)
C (2.828, -0.283, 1.378)
B (2.398, 0.747, 0.277)
O (3.370, 1.604, -0.190)
C (0.932, 0.833, -0.426)
C (1.094, 1.348, -1.891)
C (0.279, -0.551, -0.535)
O (-1.130, -0.291, -0.728)
C (-1.409, 0.989, -0.478)
O (-2.416, 1.520, -0.798)
C (-0.198, 1.664, 0.281)
C (-0.345, 3.187, 0.067)
C (0.807, 4.180, 0.288)
C (1.569, 4.138, 1.600)
O (1.717, 4.063, -0.816)
S (-0.491, 1.205, 2.037)
O (-0.223, -0.188, 2.232)
O (0.082, 2.178, 2.917)
C (-2.338, 1.367, 2.367)
F (-2.997, 0.314, 1.906)
F (-2.862, 2.481, 1.865)
F (-2.446, 1.403, 3.692)
H (2.378, -0.163, 3.513)
H (2.598, 1.420, 2.803)
H (3.995, 0.383, 3.109)
H (3.823, -0.635, 1.083)
H (2.197, -1.168, 1.449)
H (3.211, 2.548, -0.065)
H (0.568, 0.688, -2.585)
H (2.144, 1.374, -2.170)
H (0.712, 2.351, -2.050)
H (0.648, -1.105, -1.399)
H (0.381, -1.183, 0.338)
H (-0.676, 3.314, -0.962)
H (-1.177, 3.528, 0.683)
H (0.328, 5.166, 0.236)
H (1.958, 3.150, 1.841)
H (2.392, 4.858, 1.549)
H (0.927, 4.442, 2.427)
H (2.248, 4.866, -0.850)
C (-3.906, -3.667, -1.589)
C (-2.430, -3.354, -1.676)
O (-1.626, -4.535, -1.433)
C (-1.468, -5.354, -2.458)
O (-1.904, -5.233, -3.566)
C (-0.557, -6.534, -2.044)
F (-0.908, -7.032, -0.855)
F (0.714, -6.110, -1.961)
F (-0.617, -7.508, -2.946)
H (-4.143, -4.116, -0.624)
H (-4.480, -2.747, -1.696)
H (-4.210, -4.358, -2.374)
H (-2.134, -2.651, -0.904)
H (-2.164, -2.935, -2.645)

Results of the natural (NBO) charge analysis, in e, for atoms 1 through 6:
1 C -0.5892
2 C -0.8317
3 B 1.1551
4 O -0.9455
5 C -0.4633
6 C -0.6147


C15H23BN3O3 | the ωB97M-V functional and the def2-TZVPD basis

Structure (SMILES): CCOB(O)c1cn(CCCNCc2ccccc2O)c[nH+]1
Kohn-Sham gap (eV): 7.160
Net charge: +1
Highest occupied orbital energy (eV): -11.23
Largest force on an atom (hartree/bohr): 0.15870
E_LUMO (eV): -4.1

Element x y z (Å)
C (4.165, -0.368, 1.947)
C (3.149, -1.582, 1.421)
O (3.523, -2.090, 0.069)
B (2.340, -2.779, -0.558)
O (2.223, -4.277, -0.484)
C (1.269, -1.802, -1.334)
C (1.638, -0.205, -1.296)
N (0.465, 0.405, -2.030)
C (0.435, 1.910, -2.185)
C (0.596, 2.750, -0.778)
C (-0.861, 3.254, -0.222)
N (-1.083, 3.067, 1.263)
C (-0.972, 1.623, 1.700)
C (-2.057, 0.603, 1.013)
C (-3.473, 1.015, 0.297)
C (-4.490, -0.097, -0.388)
C (-4.066, -1.683, -0.347)
C (-2.687, -2.168, 0.396)
C (-1.684, -1.018, 1.077)
O (-0.464, -1.558, 1.728)
C (-0.485, -0.685, -2.513)
N (-0.012, -2.080, -2.090)
H (3.661, 0.093, 2.925)
H (4.181, 0.536, 1.168)
H (5.226, -0.820, 2.148)
H (3.148, -2.439, 2.230)
H (2.075, -1.072, 1.370)
H (1.306, -4.460, -0.100)
H (2.543, 0.389, -0.842)
H (1.289, 2.180, -2.973)
H (-0.579, 2.198, -2.703)
H (1.215, 3.732, -1.059)
H (1.227, 2.205, 0.047)
H (-1.679, 2.778, -0.911)
H (-0.919, 4.430, -0.417)
H (-0.252, 3.547, 1.723)
H (-1.205, 1.613, 2.870)
H (0.105, 1.157, 1.594)
H (-3.805, 2.136, 0.236)
H (-5.470, 0.276, -0.912)
H (-4.741, -2.499, -0.846)
H (-2.407, -3.320, 0.446)
H (-0.494, -1.399, 2.732)
H (-1.472, -0.472, -3.150)
H (-0.426, -3.022, -2.262)

Results of the natural (NBO) charge analysis, in e, for atoms 1 through 6:
1 C -0.6396
2 C -0.0957
3 O -0.7626
4 B 1.2152
5 O -0.9021
6 C -0.1878


C15H23BrN2O3 | the ωB97M-V functional and the def2-TZVPD basis

Structure (SMILES): COC(=O)c1cc(Br)c(=O)n(CCN(C(C)C)C(C)C)c1
Energy relative to the best compared isomer or geometry (same formula, charge and spin) (kJ/mol): 74.3
Kohn-Sham gap (eV): 8.265
Highest occupied orbital energy (eV): -8.01
Largest force on an atom (hartree/bohr): 0.01762
E_LUMO (eV): 0.3

Element x y z (Å)
C (6.238, 3.126, -0.660)
H (6.230, 3.325, -1.734)
H (7.248, 2.921, -0.316)
H (5.821, 3.990, -0.140)
O (5.477, 1.962, -0.370)
C (4.186, 2.006, -0.721)
O (3.669, 2.960, -1.252)
C (3.469, 0.761, -0.387)
C (2.137, 0.666, -0.702)
N (1.412, -0.430, -0.442)
C (1.946, -1.557, 0.205)
O (1.243, -2.514, 0.458)
C (3.354, -1.446, 0.510)
C (4.096, -0.342, 0.240)
H (5.143, -0.292, 0.493)
Br (4.103, -2.961, 1.352)
C (-0.004, -0.462, -0.724)
H (-0.216, 0.204, -1.561)
H (-0.270, -1.487, -0.983)
C (-0.804, -0.024, 0.539)
N (-2.221, -0.132, 0.448)
C (-2.866, -1.345, 0.921)
C (-2.807, -1.412, 2.452)
H (-3.468, -2.195, 2.814)
H (-3.121, -0.463, 2.879)
H (-1.801, -1.635, 2.797)
C (-2.317, -2.643, 0.319)
H (-1.280, -2.805, 0.604)
H (-2.900, -3.484, 0.687)
H (-2.391, -2.631, -0.766)
H (-3.918, -1.258, 0.637)
C (-2.900, 0.708, -0.519)
H (-2.187, 1.497, -0.786)
C (-4.113, 1.392, 0.122)
H (-4.518, 2.141, -0.553)
H (-3.817, 1.879, 1.048)
H (-4.898, 0.675, 0.346)
C (-3.319, -0.012, -1.808)
H (-2.468, -0.502, -2.275)
H (-4.079, -0.761, -1.602)
H (-3.731, 0.707, -2.512)
H (-0.531, 1.019, 0.752)
H (-0.464, -0.638, 1.373)
H (1.637, 1.493, -1.186)

Results of the natural (NBO) charge analysis, in e, for atoms 1 through 6:
1 C -0.2587
2 H 0.1954
3 H 0.1974
4 H 0.1954
5 O -0.5065
6 C 0.7853